1.
{"formula": "C46H84N5O12S2", "method": "the ωB97M-V functional and the def2-TZVPD basis", "species": ["C", "C", "C", "C", "C", "C", "C", "C", "N", "C", "C", "C", "C", "C", "C", "C", "C", "C", "S", "S", "C", "C", "C", "C", "N", "C", "N", "N", "N", "C", "C", "C", "C", "C", "C", "C", "C", "H", "H", "H", "H", "H", "H", "H", "H", "H", "H", "H", "H", "H", "H", "H", "H", "H", "H", "H", "H", "H", "H", "H", "H", "H", "H", "H", "H", "H", "H", "H", "H", "H", "H", "H", "H", "H", "H", "H", "H", "H", "H", "H", "H", "H", "H", "H", "H", "H", "H", "H", "H", "C", "C", "O", "C", "O", "O", "C", "H", "H", "H", "H", "H", "H", "H", "H", "C", "C", "O", "C", "O", "O", "C", "H", "H", "H", "H", "H", "H", "H", "H", "C", "C", "O", "C", "O", "O", "C", "H", "H", "H", "H", "H", "H", "H", "H", "C", "C", "O", "C", "O", "O", "C", "H", "H", "H", "H", "H", "H", "H", "H"], "positions_angstrom": [[-6.99, -2.40, 0.04], [-6.00, -2.77, -1.21], [-4.48, -3.03, -0.61], [-3.37, -2.36, -1.62], [-2.99, -0.79, -1.29], [-4.19, 0.03, -0.48], [-3.66, 1.55, -0.05], [-3.52, 2.56, -1.38], [-2.03, 2.64, -1.66], [-1.72, 2.76, -3.14], [-0.20, 2.25, -3.47], [0.26, 0.87, -2.70], [0.32, -0.47, -3.65], [1.48, -1.45, -2.97], [0.98, -3.01, -2.78], [2.35, -3.88, -2.42], [2.03, -5.37, -1.80], [-1.33, 3.68, -0.82], [-1.82, 5.32, -0.68], [0.23, 3.08, 0.10], [0.74, 4.29, 1.43], [1.58, 3.42, 2.58], [0.93, 3.76, 4.05], [2.03, 4.02, 5.25], [3.51, 3.76, 5.09], [3.98, 4.14, 6.48], [5.32, 4.07, 6.84], [2.79, 4.58, 7.35], [1.59, 4.53, 6.64], [0.18, 4.86, 7.14], [-0.67, 3.57, 7.66], [-1.73, 2.94, 6.58], [-2.26, 3.65, 5.21], [-3.31, 2.94, 4.13], [-3.87, 1.42, 4.46], [-3.39, 0.70, 5.88], [-2.34, 1.43, 6.93], [-6.40, -1.65, 0.75], [-7.23, -3.38, 0.65], [-7.97, -1.85, -0.31], [-5.92, -1.83, -1.94], [-6.32, -3.72, -1.83], [-4.31, -4.20, -0.58], [-4.38, -2.67, 0.52], [-2.37, -2.98, -1.47], [-3.66, -2.50, -2.76], [-2.77, -0.28, -2.35], [-1.96, -0.81, -0.68], [-4.46, -0.49, 0.56], [-5.14, 0.15, -1.15], [-2.56, 1.38, 0.38], [-4.29, 2.03, 0.82], [-4.00, 1.94, -2.27], [-4.06, 3.58, -1.23], [-1.74, 3.93, -3.39], [-2.51, 2.27, -3.85], [0.57, 3.09, -3.12], [-0.10, 2.07, -4.63], [1.37, 1.05, -2.30], [-0.37, 0.59, -1.76], [0.53, -0.24, -4.78], [-0.71, -1.04, -3.48], [1.72, -1.05, -1.87], [2.47, -1.33, -3.58], [0.41, -3.43, -3.73], [0.25, -3.14, -1.84], [3.00, -3.87, -3.39], [2.95, -3.26, -1.60], [2.93, -6.08, -2.16], [2.07, -5.37, -0.61], [1.02, -5.79, -2.21], [-0.18, 4.87, 1.86], [1.54, 5.02, 0.96], [1.39, 2.26, 2.37], [2.72, 3.66, 2.55], [0.31, 2.80, 4.38], [0.26, 4.73, 4.00], [5.83, 3.16, 6.81], [5.86, 4.92, 7.10], [2.96, 4.84, 8.35], [-0.40, 5.53, 6.34], [0.32, 5.58, 8.09], [-1.25, 3.75, 8.69], [0.12, 2.70, 7.89], [-1.85, 4.73, 4.91], [-3.63, 3.50, 3.13], [-4.59, 0.91, 3.68], [-3.79, -0.37, 6.17], [-1.99, 0.88, 7.91], [2.19, -5.99, -5.83], [1.32, -5.47, -6.96], [0.71, -6.55, -7.67], [-0.36, -7.12, -7.06], [-0.84, -6.79, -5.99], [-0.79, -8.14, -7.85], [-1.86, -8.90, -7.28], [2.92, -6.71, -6.20], [2.72, -5.17, -5.34], [1.59, -6.50, -5.07], [1.94, -4.92, -7.67], [0.56, -4.76, -6.59], [-2.69, -8.25, -6.98], [-1.49, -9.47, -6.42], [-2.22, -9.60, -8.03], [10.60, 7.78, 3.32], [9.16, 8.13, 2.96], [8.42, 6.95, 2.61], [8.01, 6.18, 3.65], [8.21, 6.41, 4.83], [7.37, 5.10, 3.15], [6.97, 4.16, 4.14], [11.07, 7.21, 2.52], [11.18, 8.69, 3.50], [10.64, 7.16, 4.22], [9.16, 8.78, 2.08], [8.66, 8.67, 3.77], [6.38, 4.63, 4.93], [7.85, 3.66, 4.56], [6.35, 3.40, 3.65], [-7.79, -5.33, 8.15], [-6.39, -4.74, 8.30], [-6.05, -3.95, 7.16], [-6.60, -2.71, 7.12], [-7.33, -2.22, 7.96], [-6.20, -2.11, 5.96], [-6.79, -0.83, 5.75], [-7.88, -5.87, 7.21], [-8.02, -6.00, 8.98], [-8.55, -4.54, 8.14], [-5.67, -5.56, 8.35], [-6.29, -4.16, 9.22], [-6.64, -0.17, 6.61], [-7.86, -0.95, 5.53], [-6.31, -0.38, 4.88], [5.98, -0.69, -9.59], [5.10, -0.17, -10.72], [4.49, -1.26, -11.43], [3.42, -1.83, -10.83], [2.94, -1.50, -9.75], [3.00, -2.85, -11.61], [1.93, -3.60, -11.04], [6.70, -1.42, -9.96], [6.51, 0.13, -9.10], [5.38, -1.20, -8.83], [5.73, 0.37, -11.44], [4.34, 0.53, -10.35], [1.10, -2.96, -10.74], [2.30, -4.18, -10.18], [1.57, -4.30, -11.79]], "charge": 1, "homo_lumo_gap_ha": 0.243}

---

2.
{"formula": "C46H91N2O14Rb3", "method": "the ωB97M-V functional and the def2-TZVPD basis", "species": ["Rb", "Rb", "Rb", "O", "C", "O", "O", "H", "C", "C", "C", "C", "C", "C", "N", "O", "C", "C", "C", "H", "H", "H", "H", "H", "H", "H", "H", "H", "H", "H", "H", "H", "H", "H", "H", "H", "H", "C", "C", "C", "C", "C", "C", "N", "O", "C", "C", "C", "H", "H", "H", "H", "H", "H", "H", "H", "H", "H", "H", "H", "H", "H", "H", "H", "H", "H", "C", "C", "O", "C", "H", "H", "H", "H", "H", "H", "C", "C", "O", "C", "H", "H", "H", "H", "H", "H", "C", "C", "O", "C", "H", "H", "H", "H", "H", "H", "C", "C", "O", "C", "H", "H", "H", "H", "H", "H", "C", "C", "O", "C", "H", "H", "H", "H", "H", "H", "C", "C", "O", "C", "H", "H", "H", "H", "H", "H", "C", "C", "O", "C", "H", "H", "H", "H", "H", "H", "C", "C", "O", "C", "H", "H", "H", "H", "H", "H", "C", "C", "O", "C", "H", "H", "H", "H", "H", "H"], "positions_angstrom": [[5.32, -1.43, -3.43], [2.31, 3.56, -5.14], [4.29, 4.05, 1.12], [6.67, 0.51, -8.48], [5.90, 1.11, -7.61], [6.22, 2.20, -7.06], [4.88, 0.56, -7.31], [5.87, 0.01, -8.66], [3.69, 10.27, -2.74], [3.46, 9.58, -1.28], [2.74, 10.46, -0.24], [1.30, 10.75, -0.44], [0.56, 9.41, -0.61], [1.17, 8.36, -1.59], [2.64, 8.30, -1.37], [3.33, 7.34, -2.31], [0.74, 8.77, -3.06], [0.50, 6.97, -1.32], [4.89, 9.37, -0.55], [3.88, 9.65, -3.62], [4.60, 10.86, -2.64], [2.82, 10.90, -2.91], [3.22, 11.42, -0.06], [2.79, 9.86, 0.67], [1.15, 11.28, -1.39], [0.88, 11.33, 0.38], [-0.46, 9.74, -0.76], [0.58, 8.99, 0.40], [1.28, 8.21, -3.82], [0.91, 9.82, -3.29], [-0.32, 8.60, -3.26], [-0.52, 6.90, -1.70], [0.51, 6.65, -0.28], [0.95, 6.06, -1.72], [5.42, 10.28, -0.26], [5.50, 8.91, -1.32], [4.95, 8.65, 0.27], [-0.27, 0.42, 0.84], [0.20, -0.87, 0.12], [-0.78, -1.99, 0.40], [-2.06, -2.05, -0.52], [-1.63, -2.02, -1.97], [-0.66, -0.82, -2.32], [0.41, -0.60, -1.34], [1.50, 0.45, -1.61], [-1.60, 0.42, -2.58], [-0.05, -1.23, -3.72], [1.55, -1.24, 0.80], [-0.37, 0.26, 1.91], [-1.20, 0.68, 0.34], [0.42, 1.23, 0.62], [-1.23, -1.81, 1.38], [-0.34, -2.99, 0.45], [-2.67, -1.16, -0.32], [-2.71, -2.88, -0.25], [-2.53, -2.03, -2.57], [-1.17, -2.96, -2.29], [-2.36, 0.20, -3.32], [-1.08, 1.30, -2.97], [-2.05, 0.69, -1.62], [-0.82, -1.56, -4.42], [0.60, -2.08, -3.54], [0.59, -0.45, -4.14], [2.09, -1.91, 0.13], [1.47, -1.87, 1.70], [2.28, -0.44, 0.88], [0.14, -6.85, 4.33], [-0.08, -8.41, 4.42], [0.00, -9.20, 3.42], [-0.46, -8.95, 5.77], [0.78, -6.79, 3.46], [0.62, -6.43, 5.21], [-0.79, -6.34, 4.07], [-0.29, -8.21, 6.55], [0.02, -9.88, 6.07], [-1.52, -9.19, 5.79], [-8.04, -4.83, 0.10], [-6.87, -5.54, -0.53], [-6.71, -5.55, -1.72], [-5.97, -6.49, 0.34], [-7.88, -4.51, 1.13], [-8.96, -5.40, 0.10], [-8.10, -3.95, -0.55], [-6.57, -7.36, 0.60], [-5.82, -5.95, 1.28], [-5.03, -6.71, -0.16], [-5.15, -0.21, 3.70], [-6.38, 0.11, 2.86], [-7.48, 0.08, 3.34], [-6.18, 0.66, 1.49], [-5.27, -1.21, 4.11], [-4.86, 0.55, 4.42], [-4.35, -0.30, 2.96], [-6.10, -0.19, 0.81], [-5.31, 1.31, 1.46], [-7.08, 1.21, 1.19], [-4.51, 4.28, -7.76], [-3.49, 3.27, -7.98], [-2.30, 3.54, -7.94], [-3.98, 2.01, -8.66], [-4.85, 4.72, -8.70], [-4.00, 5.14, -7.34], [-5.23, 3.79, -7.10], [-3.87, 2.01, -9.74], [-5.01, 1.75, -8.43], [-3.28, 1.23, -8.34], [7.10, -3.22, 5.45], [7.41, -1.78, 5.64], [7.16, -1.19, 6.71], [7.99, -1.03, 4.45], [6.15, -3.24, 4.92], [7.06, -3.81, 6.37], [7.84, -3.71, 4.82], [7.43, -1.20, 3.53], [9.04, -1.25, 4.27], [7.91, 0.06, 4.53], [-3.45, -7.19, -5.07], [-4.11, -7.84, -6.31], [-3.48, -8.39, -7.19], [-5.67, -7.85, -6.26], [-3.65, -7.82, -4.20], [-3.85, -6.20, -4.84], [-2.38, -7.19, -5.22], [-6.07, -6.91, -6.65], [-6.04, -7.99, -5.25], [-6.12, -8.62, -6.90], [2.04, 5.48, 7.14], [1.22, 4.88, 6.06], [1.52, 4.95, 4.92], [0.06, 4.18, 6.59], [1.61, 6.41, 7.52], [3.09, 5.67, 6.95], [2.10, 4.83, 8.01], [0.28, 3.63, 7.51], [-0.42, 3.46, 5.94], [-0.77, 4.76, 6.99], [2.08, -6.71, -2.34], [3.46, -6.97, -1.76], [4.34, -6.06, -1.85], [3.83, -8.32, -1.27], [1.36, -7.29, -1.77], [2.16, -7.08, -3.36], [1.82, -5.65, -2.32], [3.40, -8.53, -0.29], [4.90, -8.53, -1.24], [3.48, -8.93, -2.10], [0.78, -1.70, 7.23], [0.51, -2.24, 8.59], [-0.28, -1.72, 9.32], [1.05, -3.61, 8.79], [0.60, -0.63, 7.12], [0.27, -2.35, 6.52], [1.85, -1.81, 7.08], [1.97, -3.74, 8.23], [0.23, -4.25, 8.44], [1.24, -3.90, 9.82]], "homo_lumo_gap_ha": 0.107}

---

3.
{"formula": "C46H92O42S3", "method": "the ωB97M-V functional and the def2-TZVPD basis", "species": ["C", "C", "O", "C", "O", "O", "C", "H", "H", "H", "H", "H", "H", "H", "H", "C", "C", "O", "C", "O", "O", "C", "H", "H", "H", "H", "H", "H", "H", "H", "C", "C", "O", "C", "O", "O", "C", "H", "H", "H", "H", "H", "H", "H", "H", "C", "C", "O", "C", "O", "O", "C", "H", "H", "H", "H", "H", "H", "H", "H", "C", "C", "O", "C", "O", "O", "C", "H", "H", "H", "H", "H", "H", "H", "H", "C", "C", "O", "C", "O", "O", "C", "H", "H", "H", "H", "H", "H", "H", "H", "C", "C", "O", "C", "O", "O", "C", "H", "H", "H", "H", "H", "H", "H", "H", "C", "C", "O", "C", "O", "O", "C", "H", "H", "H", "H", "H", "H", "H", "H", "C", "C", "O", "C", "O", "O", "C", "H", "H", "H", "H", "H", "H", "H", "H", "C", "C", "O", "C", "O", "O", "C", "H", "H", "H", "H", "H", "H", "H", "H", "C", "C", "O", "S", "O", "O", "O", "H", "H", "H", "H", "C", "C", "O", "S", "O", "O", "O", "H", "H", "H", "H", "C", "C", "O", "S", "O", "O", "O", "H", "H", "H", "H"], "positions_angstrom": [[-6.44, 1.49, -0.31], [-6.90, 0.05, -0.53], [-6.25, -0.96, 0.27], [-4.90, -1.33, 0.04], [-4.10, -0.67, -0.69], [-4.52, -2.48, 0.72], [-5.40, -3.27, 1.52], [-7.32, 2.14, -0.36], [-5.61, 1.91, -0.87], [-6.13, 1.70, 0.72], [-6.84, -0.18, -1.59], [-7.92, 0.12, -0.15], [-4.98, -4.28, 1.57], [-6.37, -3.52, 1.10], [-5.34, -2.91, 2.55], [6.63, 2.98, -0.47], [5.22, 2.78, -1.00], [4.86, 3.92, -1.71], [3.85, 4.07, -2.58], [2.82, 3.37, -2.74], [4.08, 5.36, -3.12], [3.22, 5.90, -4.16], [7.35, 2.69, -1.23], [6.95, 2.24, 0.26], [6.72, 4.02, -0.15], [4.49, 2.83, -0.19], [4.98, 1.88, -1.57], [2.44, 5.21, -4.49], [3.88, 6.23, -4.96], [2.65, 6.73, -3.76], [-0.40, -1.10, 2.87], [-0.98, -1.36, 1.47], [-0.13, -0.80, 0.48], [-0.26, 0.38, -0.05], [-0.97, 1.30, 0.40], [0.57, 0.34, -1.09], [1.07, 1.47, -1.74], [0.65, -1.38, 2.94], [-0.91, -1.83, 3.50], [-0.45, -0.06, 3.18], [-2.05, -1.21, 1.38], [-0.80, -2.44, 1.44], [1.36, 1.25, -2.76], [1.81, 1.98, -1.13], [0.26, 2.16, -1.94], [-7.23, -0.44, 6.58], [-7.10, -0.17, 5.14], [-6.17, 0.93, 4.91], [-4.91, 0.63, 4.53], [-4.42, -0.47, 4.51], [-4.29, 1.82, 4.22], [-3.04, 1.77, 3.66], [-6.35, -0.99, 6.90], [-8.07, -1.09, 6.83], [-7.33, 0.31, 7.36], [-8.11, 0.11, 4.83], [-6.82, -0.97, 4.45], [-2.83, 0.83, 3.16], [-2.22, 1.81, 4.38], [-2.87, 2.67, 3.08], [0.62, 2.20, 7.67], [0.21, 1.08, 6.71], [1.35, 0.45, 6.18], [1.81, 0.62, 4.92], [1.39, 1.37, 4.00], [2.77, -0.22, 4.77], [3.65, -0.28, 3.62], [-0.22, 2.83, 7.97], [1.13, 3.02, 7.16], [1.23, 2.00, 8.55], [-0.39, 1.46, 5.88], [-0.33, 0.42, 7.39], [4.20, -1.21, 3.44], [4.31, 0.58, 3.66], [3.05, -0.07, 2.73], [0.92, 1.10, -6.60], [1.63, 2.44, -6.62], [1.83, 2.81, -7.99], [2.86, 3.71, -8.09], [3.68, 4.02, -7.21], [2.73, 4.41, -9.35], [3.75, 5.37, -9.64], [0.82, 0.65, -5.61], [1.44, 0.38, -7.24], [-0.06, 1.25, -7.05], [2.54, 2.15, -6.10], [1.24, 3.23, -5.98], [4.68, 4.86, -9.90], [3.95, 5.91, -8.71], [3.42, 6.12, -10.36], [-0.36, 5.07, -6.79], [-0.73, 4.87, -5.35], [-0.99, 3.51, -4.98], [-1.97, 3.28, -4.04], [-2.79, 4.02, -3.53], [-1.88, 1.94, -3.72], [-2.85, 1.40, -2.78], [-0.66, 4.15, -7.27], [0.69, 5.32, -6.97], [-0.87, 5.87, -7.33], [-1.64, 5.44, -5.16], [0.08, 5.32, -4.77], [-2.23, 1.35, -1.89], [-3.23, 0.50, -3.27], [-3.68, 2.05, -2.51], [2.29, -4.16, 0.52], [2.87, -2.69, 0.37], [4.21, -2.57, 0.10], [4.82, -1.42, 0.43], [4.33, -0.26, 0.53], [6.12, -1.73, 0.50], [7.11, -0.66, 0.36], [2.92, -4.80, 1.14], [2.27, -4.73, -0.41], [1.25, -4.09, 0.86], [2.66, -2.08, 1.25], [2.46, -2.32, -0.57], [7.41, -0.48, -0.67], [7.94, -0.89, 1.03], [6.80, 0.29, 0.80], [-0.45, -1.99, -3.96], [1.03, -2.18, -4.39], [1.82, -1.20, -3.74], [3.08, -0.85, -4.31], [3.55, -1.38, -5.35], [3.60, 0.17, -3.65], [4.74, 0.89, -4.09], [-0.58, -2.07, -2.88], [-0.93, -2.83, -4.45], [-1.02, -1.20, -4.44], [1.25, -2.05, -5.45], [1.46, -3.17, -4.21], [4.39, 1.92, -4.19], [5.29, 0.38, -4.88], [5.52, 0.87, -3.34], [-2.17, -5.00, 0.40], [-1.21, -6.00, -0.26], [-1.13, -5.62, -1.64], [-0.47, -6.34, -2.55], [0.11, -7.43, -2.28], [-0.65, -5.77, -3.79], [0.16, -6.29, -4.93], [-1.72, -4.01, 0.38], [-2.57, -5.29, 1.37], [-3.01, -4.84, -0.28], [-1.49, -7.05, -0.22], [-0.28, -6.05, 0.31], [1.19, -5.91, -4.94], [-0.42, -6.09, -5.83], [0.27, -7.37, -4.85], [-0.14, 4.57, -0.90], [-0.52, 4.45, 0.59], [0.02, 5.64, 1.16], [0.62, 6.77, 0.04], [2.03, 6.73, 0.03], [-0.08, 8.05, -0.01], [0.18, 5.86, -1.26], [-0.92, 4.25, -1.59], [0.76, 3.95, -0.98], [-0.06, 3.57, 1.04], [-1.60, 4.40, 0.76], [-3.23, -3.93, 5.03], [-4.62, -3.55, 5.67], [-5.56, -4.18, 4.86], [-5.12, -5.79, 4.63], [-5.68, -6.48, 3.42], [-5.16, -6.41, 5.98], [-3.56, -5.18, 4.34], [-2.55, -4.00, 5.87], [-2.83, -3.28, 4.26], [-4.73, -2.50, 5.91], [-4.69, -4.07, 6.62], [2.81, -3.27, 7.90], [3.05, -4.73, 7.58], [2.58, -4.94, 6.31], [1.69, -3.62, 5.70], [0.25, -3.67, 6.12], [2.13, -3.52, 4.28], [2.67, -2.65, 6.65], [3.65, -2.78, 8.39], [1.90, -3.25, 8.50], [2.56, -5.44, 8.24], [4.13, -4.91, 7.56]], "homo_lumo_gap_ha": 0.383, "e_above_lowest_kcal_mol": 204.9}